# 1
Molecular formula: C16H52BO8Pd
Method: DFT, wB97M-V/def2-TZVPD

XYZ file:
```
78
Properties=species:S:1:pos:R:3:mulliken_charge:R:1
Pd -1.043 -2.271 1.874 -0.530
B -0.277 -0.502 0.445 7.017
H -0.072 -0.354 1.610 -0.539
H 0.537 -1.204 -0.078 -1.123
H -1.352 -1.014 0.306 -1.185
H -0.304 0.576 -0.064 -0.728
C 0.584 0.468 4.709 -1.071
C 1.092 -0.781 4.001 0.327
O -0.013 -1.713 3.819 -0.289
H 1.368 1.218 4.803 0.340
H 0.123 0.224 5.666 0.382
H -0.172 0.935 4.071 0.115
H 1.869 -1.260 4.594 0.451
H 1.440 -0.481 3.017 -0.384
H -0.113 -2.222 4.629 0.207
C 2.730 3.438 2.039 -1.615
C 2.049 2.311 1.318 0.895
O 0.644 2.399 1.520 -0.570
H 2.459 3.471 3.097 0.325
H 2.558 4.421 1.603 0.342
H 3.817 3.313 2.029 0.426
H 2.458 1.360 1.697 -0.048
H 2.280 2.339 0.247 -0.105
H 0.253 1.708 0.971 -0.454
C 0.760 3.807 -1.795 -0.880
C 1.734 3.252 -2.825 0.376
O 1.928 4.204 -3.873 -0.576
H 0.100 4.549 -2.246 0.443
H 1.288 4.336 -0.999 0.213
H 0.154 3.017 -1.353 -0.055
H 1.313 2.329 -3.240 -0.161
H 2.694 2.999 -2.369 0.256
H 2.022 3.719 -4.695 0.315
C -2.930 1.519 1.966 -1.246
C -3.416 0.089 1.869 0.024
O -2.602 -0.787 2.727 -0.420
H -1.859 1.570 1.763 0.474
H -3.044 1.905 2.981 0.423
H -3.465 2.143 1.253 0.322
H -3.329 -0.296 0.859 -0.094
H -4.432 0.022 2.257 0.517
H -2.782 -0.524 3.634 0.258
C 1.101 -1.478 -3.443 -0.752
C 2.407 -1.133 -2.745 -0.158
O 2.239 -0.131 -1.755 -0.503
H 0.787 -0.638 -4.064 0.233
H 0.311 -1.674 -2.713 -0.172
H 1.219 -2.351 -4.088 0.486
H 3.127 -0.741 -3.461 0.461
H 2.832 -2.033 -2.278 0.081
H 1.588 -0.443 -1.113 -0.316
C -2.792 -2.564 -1.913 -0.605
C -2.908 -3.183 -0.541 -0.353
O -1.613 -3.438 0.066 -0.446
H -3.733 -2.617 -2.455 0.479
H -2.038 -3.114 -2.485 0.315
H -2.459 -1.526 -1.867 -0.017
H -3.437 -4.139 -0.595 0.346
H -3.477 -2.586 0.172 0.203
H -1.061 -3.929 -0.551 0.258
C 3.016 -2.298 0.880 -0.899
C 1.969 -3.375 0.675 -0.158
O 0.959 -3.318 1.716 -0.468
H 3.754 -2.313 0.076 0.383
H 3.567 -2.482 1.805 0.382
H 2.571 -1.306 0.871 -0.031
H 2.442 -4.356 0.744 0.481
H 1.497 -3.285 -0.300 -0.009
H 1.352 -3.650 2.528 0.261
C -2.744 1.070 -3.889 -1.447
C -1.774 1.200 -2.735 0.465
O -2.524 1.123 -1.515 -0.571
H -2.245 1.247 -4.840 0.392
H -3.520 1.818 -3.732 0.341
H -3.215 0.086 -3.883 0.277
H -1.319 2.195 -2.784 0.298
H -0.943 0.490 -2.743 -0.087
H -1.986 0.641 -0.882 -0.523
```

## Properties
Maximum force   1.17 eV Å⁻¹
Lowest unoccupied orbital energy (alpha / beta)   -0.123 / -0.229 hartree
HOMO-LUMO gap (alpha / beta)   8.26 / 5.38 eV
Spin multiplicity   3
M   489.82 Da
Total charge   +1



# 2
Molecular formula: C16H52O18
Method: DFT, wB97M-V/def2-TZVPD

XYZ file:
```
86
Properties=species:S:1:pos:R:3:mulliken_charge:R:1
O -11.310 26.595 15.248 1.106
C -11.517 27.419 16.394 -1.496
C -11.125 26.651 17.685 1.075
O -11.178 27.565 18.776 -0.701
H -10.537 26.074 15.206 -0.277
H -10.823 28.304 16.393 0.137
H -12.405 27.932 16.377 0.789
H -10.078 26.252 17.627 -0.129
H -11.919 25.880 17.758 -0.413
H -10.950 27.136 19.590 0.426
O -10.102 30.561 12.768 -0.461
C -11.380 30.305 12.379 -0.633
C -12.173 29.408 13.416 1.040
O -13.369 28.829 12.883 -0.613
H -9.715 31.247 12.264 0.272
H -11.828 31.167 11.852 0.436
H -11.244 29.723 11.446 0.189
H -12.472 30.057 14.259 0.269
H -11.570 28.587 13.645 -0.820
H -13.471 27.851 13.093 0.336
O -7.543 27.887 16.214 -0.588
C -7.657 28.921 15.249 -0.819
C -8.120 28.252 13.857 0.316
O -7.459 27.017 13.807 -0.723
H -6.954 28.215 16.943 0.448
H -8.218 29.755 15.567 0.468
H -6.642 29.337 15.135 0.445
H -7.820 28.866 13.043 0.493
H -9.208 28.155 13.879 -0.501
H -7.032 26.845 14.635 0.322
O -13.841 26.133 13.872 -0.426
C -15.029 25.803 14.541 -0.828
C -14.640 25.423 15.937 0.284
O -15.840 25.122 16.597 -0.608
H -13.136 25.552 13.892 0.226
H -15.721 26.621 14.666 0.404
H -15.615 25.027 14.015 0.261
H -14.110 26.233 16.470 0.008
H -14.010 24.593 15.853 0.171
H -15.663 25.216 17.529 0.368
O -12.613 21.953 19.805 -0.611
C -13.776 22.502 20.321 -0.494
C -14.355 23.215 19.162 0.171
O -15.483 24.099 19.316 -0.560
H -11.862 22.200 20.379 0.466
H -14.485 21.751 20.681 0.341
H -13.584 23.163 21.054 0.370
H -14.680 22.580 18.314 0.295
H -13.566 23.893 18.936 -0.198
H -16.220 23.670 19.725 0.263
O -9.992 25.815 20.551 -0.588
C -10.224 24.439 20.401 -0.257
C -10.231 23.628 21.736 -0.619
O -10.643 22.339 21.431 -0.559
H -9.060 25.928 20.644 0.289
H -11.057 24.279 19.815 0.356
H -9.414 23.998 19.848 0.316
H -11.033 23.963 22.373 0.282
H -9.285 23.792 22.201 0.359
H -9.843 21.913 21.033 0.345
O -7.390 26.447 20.667 -0.604
C -7.534 27.305 19.589 0.039
C -6.270 28.113 19.442 -0.525
O -6.068 28.669 18.175 -0.501
H -7.062 26.936 21.411 0.278
H -7.863 26.637 18.803 0.111
H -8.308 28.014 19.727 0.285
H -5.397 27.451 19.501 0.306
H -6.196 29.017 20.100 0.284
H -5.174 28.956 18.177 0.298
O -11.622 27.336 10.229 -0.493
C -11.581 26.331 11.193 -0.124
C -10.055 25.996 11.493 -0.233
O -9.967 24.940 12.377 -0.530
H -11.226 27.108 9.393 0.322
H -12.132 26.652 12.073 -0.115
H -11.969 25.362 10.917 0.370
H -9.688 26.912 11.919 0.026
H -9.609 25.737 10.566 0.567
H -10.619 25.199 13.033 0.113
O -8.987 25.209 15.251 -0.749
H -8.479 25.846 14.720 0.469
H -8.433 25.180 16.055 0.232
O -12.197 23.527 14.055 -0.625
H -12.984 23.035 14.294 0.287
H -11.737 23.552 14.905 0.292
```

## Properties
Maximum force   5.38 eV Å⁻¹
Lowest unoccupied orbital energy   -0.005 hartree
HOMO-LUMO gap   8.71 eV
ΔE to the lowest compared entry with this formula, charge and spin   66.2 kcal per mole
SMILES   OCCO.OCCO.OCCO.OCCO.OCCO.OCCO.OCCO.OCCO.O.O
Spin multiplicity   1
M   532.57 Da



# 3
Molecular formula: C16H54N2O10
Method: DFT, wB97M-V/def2-TZVPD

XYZ file:
```
82
Properties=species:S:1:pos:R:3:mulliken_charge:R:1
C -8.753 24.779 30.334 -0.905
C -8.515 26.039 31.251 0.393
C -7.244 26.102 32.125 -0.910
O -7.226 27.122 33.223 -0.336
C -6.068 27.230 33.954 -0.651
N -8.591 27.091 30.248 0.105
H -8.627 23.927 31.002 0.498
H -7.942 24.778 29.606 0.352
H -9.728 24.765 29.847 0.109
H -9.311 26.098 31.993 0.299
H -6.446 26.266 31.401 0.370
H -7.016 25.173 32.648 0.466
H -6.270 27.848 34.829 0.237
H -5.205 27.670 33.454 0.288
H -5.750 26.207 34.151 0.294
H -9.369 26.845 29.651 -0.007
H -7.786 27.197 29.647 0.444
C -14.595 21.843 20.201 -1.272
C -14.759 23.356 20.486 -0.089
C -15.168 23.670 21.958 -0.345
O -15.213 25.061 22.059 -0.439
C -15.427 25.487 23.358 -0.477
N -13.540 24.044 20.138 -0.652
H -13.863 21.416 20.887 0.227
H -14.342 21.665 19.156 0.387
H -15.562 21.361 20.347 0.392
H -15.549 23.805 19.884 0.545
H -14.410 23.268 22.630 0.112
H -16.160 23.292 22.203 0.487
H -16.194 25.010 23.968 0.335
H -15.513 26.567 23.238 0.321
H -14.451 25.275 23.795 0.017
H -13.620 24.837 20.758 0.199
H -13.671 24.548 19.273 0.315
C -13.008 23.852 29.475 -0.323
O -12.985 22.624 30.207 -0.546
H -13.919 24.321 29.846 0.365
H -12.112 24.382 29.799 0.050
H -13.132 23.736 28.398 0.128
H -12.562 21.957 29.662 0.307
C -13.533 27.425 25.963 -0.602
O -12.113 27.791 25.969 -0.534
H -13.774 26.378 25.778 0.175
H -13.850 27.748 26.955 0.261
H -14.070 28.009 25.216 0.408
H -11.948 28.160 25.098 0.291
C -14.141 21.261 25.827 -0.232
O -14.356 21.583 27.174 -0.487
H -13.738 20.270 25.619 0.307
H -15.050 21.330 25.230 0.249
H -13.442 22.047 25.542 -0.101
H -13.512 21.389 27.590 0.249
C -7.931 26.477 26.391 0.101
O -8.032 25.088 26.080 -0.599
H -8.409 27.150 25.679 0.278
H -8.437 26.548 27.354 -0.494
H -6.889 26.718 26.605 0.354
H -8.932 24.801 25.910 0.202
C -11.863 27.309 29.493 -0.792
O -10.942 27.022 28.456 -0.453
H -12.158 28.351 29.623 0.280
H -12.747 26.831 29.072 0.268
H -11.774 26.788 30.446 0.356
H -11.122 27.486 27.636 0.208
C -8.842 21.498 27.029 -0.684
O -9.531 22.415 27.893 -0.461
H -9.364 21.230 26.110 0.277
H -7.859 21.897 26.777 0.280
H -8.640 20.593 27.602 0.279
H -9.925 23.128 27.385 0.338
C -10.537 22.689 21.763 -0.745
O -11.864 22.458 22.120 -0.490
H -9.878 21.851 21.992 0.260
H -10.601 22.965 20.711 0.305
H -10.082 23.512 22.314 0.207
H -12.486 22.985 21.614 0.403
C -11.319 24.555 25.435 -0.498
O -10.721 24.568 26.705 0.530
H -10.697 24.161 24.631 0.368
H -12.365 24.271 25.319 -0.115
H -11.340 25.629 25.249 0.272
H -11.043 25.316 27.213 -0.312
```

## Properties
Maximum force   4.54 eV Å⁻¹
Lowest unoccupied orbital energy (alpha / beta)   -0.088 / -0.280 hartree
HOMO-LUMO gap (alpha / beta)   9.23 / 3.99 eV
ΔE to the lowest compared entry with this formula, charge and spin   0.0 kcal per mole
Spin multiplicity   2
M   434.61 Da
Total charge   +1